C33H52CrN2O5PSSi | wB97M-V/def2-TZVPD

Results
multiplicity	4
charge	0
LUMO (alpha / beta)	0.10 / 0.12	eV
HOMO-LUMO gap (alpha / beta)	6.51 / 7.19	eV
⟨S²⟩	3.98

Positions of all 96 atoms, in Å:
C  -3.5605  1.0757  -2.9822
H  -3.7939  -1.5022  -3.6516
H  -1.9146  4.4132  1.0434
C  4.2228  1.0070  0.3132
C  4.0828  -3.0328  0.8798
C  3.0374  -1.4808  -4.0647
H  -0.8660  -1.0303  -2.6385
H  -1.4741  3.9091  -1.5062
H  4.8089  1.7616  2.2279
H  -5.4626  3.8671  0.0530
H  0.6681  2.0498  1.7939
C  -3.5389  -1.3910  -2.5948
C  -4.8370  4.2050  -0.7755
H  2.6901  2.1991  3.1818
H  -0.2636  0.6085  3.9856
H  -3.5946  4.3623  1.6358
C  -3.3731  3.9012  -0.4644
H  3.0155  -0.6885  -4.8024
H  -0.9766  -0.8489  3.2729
C  0.2350  -3.0120  -0.1237
C  4.0079  1.9283  1.5067
H  -4.0918  1.0179  3.5001
H  -4.4531  -1.3975  -1.9970
N  3.3702  1.3922  -0.8283
C  -2.7812  -0.0843  -2.3658
C  2.4823  -2.2852  -1.8618
H  -1.1519  2.8561  2.2192
C  -2.0598  0.9758  2.7974
C  4.8377  -3.4055  1.9840
H  3.6401  2.3024  -1.1886
C  -2.9532  4.6496  0.7998
H  -3.3112  -0.5622  3.6522
O  -2.5065  0.6801  1.4866
H  -2.9236  -2.2404  -2.2935
C  -2.4742  4.3352  -1.6247
C  2.8078  -2.5029  1.0540
C  3.6217  -3.7246  -3.4244
H  -2.8905  0.7445  4.7867
C  0.1651  -4.3095  -0.6323
H  3.9737  -0.0176  0.5933
H  3.0599  -4.3218  -1.4491
H  1.6318  3.2732  1.3384
O  -0.6874  1.8327  -0.1650
H  -1.0156  -6.0881  -0.7840
S  1.2968  2.7142  -2.4749
C  -1.4093  -0.1696  -3.0305
C  -2.0108  -4.5706  0.3635
Cr  1.1969  1.5820  -0.6673
H  4.9299  -3.5351  4.1216
C  -0.7619  0.2077  3.0989
C  -1.9562  -3.2706  0.8392
H  4.0664  -4.6822  -3.6650
H  5.2794  1.0314  0.0340
H  5.8257  -3.8246  1.8384
C  -3.1568  0.5139  3.7522
H  -2.3959  5.4236  -1.6497
H  -4.5282  1.1876  -2.4890
C  4.3370  -3.2377  3.2659
P  1.6941  -1.9613  -0.2722
H  -3.7147  0.8963  -4.0477
H  -0.8353  0.7358  -2.8269
H  -2.9958  2.0001  -2.8641
H  2.6856  -2.5365  4.4473
C  -0.9562  -5.0833  -0.3843
H  -3.0422  5.7262  0.6471
C  3.0744  -2.6860  3.4475
H  -2.8851  -5.1819  0.5503
H  2.4872  0.6579  2.3474
O  -2.6489  0.0640  -0.9521
H  1.9853  -0.3233  -2.5962
H  4.0611  -2.8665  -5.3418
N  1.5674  2.2620  1.3781
C  2.3127  -2.3287  2.3491
H  -0.8147  -1.4667  0.9137
C  3.6190  -2.7039  -4.3666
H  4.0791  2.9688  1.1684
H  -4.9901  5.2753  -0.9284
C  -1.8251  2.4758  2.9910
H  -2.7702  3.0092  2.8968
H  0.9705  -4.7143  -1.2307
H  -2.7940  -2.8310  1.3669
C  2.4691  -1.2702  -2.8178
C  -0.8329  -2.4951  0.5974
H  -0.0906  0.2805  2.2392
Si  -2.1830  1.3342  -0.0091
H  -2.8830  4.0007  -2.5791
C  2.6649  1.7244  2.1971
H  4.4985  -3.1393  -0.1127
H  -5.1404  3.6665  -1.6752
H  1.3190  -1.9114  2.4821
H  -1.5163  -0.2855  -4.1119
C  3.0551  -3.5197  -2.1768
O  1.4256  -0.4980  -0.0699
H  3.5318  0.7530  -1.5975
O  -3.2959  2.5020  -0.2592
H  -1.4017  2.6780  3.9765

Forces on the atoms, in the same order (eV/Å):
0.04 0.00 0.20
0.00 -0.02 0.06
-0.10 0.11 -0.04
-0.03 0.12 0.01
-0.08 0.13 -0.05
0.05 0.00 -0.10
0.10 -0.09 0.04
-0.03 0.07 -0.04
0.01 0.02 0.02
-0.02 0.04 -0.02
-0.11 0.05 -0.02
-0.01 0.07 0.15
0.07 -0.13 0.03
-0.06 0.00 0.03
-0.02 -0.05 -0.01
0.04 0.07 -0.06
0.14 0.36 -0.13
-0.01 0.00 0.04
0.03 -0.03 -0.05
0.10 0.18 -0.03
-0.19 -0.10 -0.13
0.04 -0.01 0.05
0.01 0.01 -0.08
0.23 -0.07 0.32
-0.09 -0.08 -0.26
-0.04 -0.09 0.05
-0.03 0.00 0.11
0.10 0.10 0.12
0.10 -0.02 0.03
-0.09 0.09 -0.10
-0.02 -0.09 -0.08
0.00 0.03 0.02
0.14 -0.21 0.08
0.00 -0.04 0.05
0.03 -0.14 0.09
-0.05 -0.16 0.02
0.03 -0.03 -0.02
-0.02 -0.04 -0.01
0.04 0.01 0.03
0.02 -0.01 0.01
0.06 0.00 -0.02
-0.03 0.10 -0.06
0.55 -0.22 0.07
0.02 0.03 0.01
-0.07 0.01 -0.16
-0.03 0.10 0.22
-0.03 0.01 -0.02
-0.11 0.11 0.26
-0.01 0.02 -0.01
-0.10 0.03 -0.18
-0.08 0.05 -0.01
-0.01 0.02 0.02
0.02 -0.04 -0.06
-0.02 0.02 0.01
-0.02 0.03 -0.10
0.00 0.01 -0.04
0.03 0.03 -0.03
0.00 0.01 -0.07
0.33 -0.03 -0.10
-0.01 -0.01 0.01
0.06 0.02 -0.07
-0.08 -0.05 -0.05
-0.01 -0.03 -0.03
0.01 -0.03 0.00
0.00 0.01 0.00
0.00 0.03 0.07
0.01 0.02 -0.02
-0.04 -0.01 -0.02
0.23 -0.06 -0.02
-0.01 0.01 -0.09
-0.01 0.00 0.03
0.13 -0.17 0.03
-0.08 0.00 -0.10
-0.04 0.22 0.11
-0.04 0.04 0.01
0.11 0.02 0.09
0.01 -0.03 -0.02
-0.08 -0.17 -0.11
0.10 -0.04 0.05
-0.06 -0.01 0.03
0.03 -0.05 0.00
-0.15 -0.02 0.14
-0.13 0.05 -0.15
0.04 -0.04 0.03
-0.25 -0.24 -0.07
0.04 0.05 0.02
0.14 0.09 -0.04
0.02 -0.02 0.00
-0.01 0.04 0.01
0.04 -0.02 0.08
0.02 0.00 0.04
0.00 0.03 -0.03
-0.47 -0.04 0.00
-0.05 0.00 -0.12
-0.26 0.11 0.09
-0.01 0.00 0.01

***

C33H52N8ReS | wB97M-V/def2-TZVPD

Results
multiplicity	2
charge	+2
LUMO (alpha / beta)	-5.99 / -6.38	eV
HOMO-LUMO gap (alpha / beta)	5.80 / 5.89	eV
⟨S²⟩	0.88

Positions of all 95 atoms, in Å:
H  -5.0746  5.9549  -0.9463
H  -3.0141  -3.4147  3.9563
H  -2.7142  0.8642  0.6759
C  -2.3966  -1.5315  -0.7927
H  -0.6679  -3.4861  3.4502
H  -2.9198  3.0050  -4.5136
H  -1.3196  1.7354  -6.0681
H  -0.9413  1.5713  -3.6642
H  -3.7861  -2.5205  0.4785
C  -1.0370  2.6430  -5.5330
C  -4.5633  4.9933  -0.9051
H  1.0859  0.8166  -0.5252
C  -2.9393  0.4531  1.6631
C  -1.9460  1.0516  2.6633
H  0.1062  1.1194  2.8670
H  5.2853  -4.0948  0.8637
H  -1.6716  -3.3639  -0.2344
C  2.8118  -1.7602  2.5766
C  1.5825  -1.5915  2.4783
H  -5.3970  1.9896  -2.4993
N  1.6472  -0.0207  -0.6710
C  2.0914  -2.1112  -0.7009
H  -0.4447  1.3685  1.3314
C  -3.3904  -1.6789  2.7386
H  3.7178  -7.5714  2.7859
N  -2.2838  4.1013  -0.8312
Re  -0.1034  -1.6569  1.4306
H  -2.7429  6.1033  -0.5616
C  7.5560  -1.3872  1.4577
C  4.0682  -2.2841  2.4446
C  -0.2933  2.2074  -4.2713
H  -3.3436  -1.0073  3.5948
H  -2.9442  5.5166  -2.2274
C  -5.2205  4.0534  -1.9191
C  -2.2967  3.4632  -5.2799
C  5.0194  -0.2496  1.4496
H  5.9298  1.4189  0.4905
N  -1.2986  -2.4235  -0.3801
H  3.1984  0.6921  -1.9254
H  -1.2175  4.8262  -3.0204
H  -3.7644  2.4267  -2.0354
H  -2.8706  -1.8708  -1.7213
N  -0.7809  4.0123  -2.6135
H  -4.6865  4.5996  0.1074
H  -4.2923  -0.8924  0.0268
C  6.0832  0.4366  0.9098
C  7.3500  -0.1338  0.8985
H  8.1799  0.4035  0.4701
H  -2.7084  -3.6687  2.2313
H  -6.3009  4.1147  -1.7849
C  5.2024  -1.5393  1.9782
C  3.1740  -5.6959  3.6660
C  3.8228  -6.4991  2.7383
C  4.7257  -4.5481  1.6688
H  2.7682  -3.6919  4.2974
H  -5.0092  2.2084  -0.7980
C  0.2390  3.3533  -3.4039
H  -4.4448  -1.9344  2.5869
S  -0.7421  2.0500  -0.8590
C  6.4981  -2.0824  2.0049
H  5.0814  -6.5426  1.0077
H  -2.8828  3.5204  -6.1926
H  -3.9617  0.7461  1.9350
C  -3.0817  5.2600  -1.1745
H  -0.6337  -2.5047  -1.1528
H  -2.1607  2.1218  2.7648
H  -2.0541  0.5930  3.6501
H  -2.0563  4.4827  -4.9861
H  3.8670  -1.9425  -2.0131
C  -2.6074  -2.9534  3.0506
H  2.5755  -6.1412  4.4440
C  -4.8145  2.5859  -1.8006
C  3.0546  -1.4863  -1.4885
N  -1.1787  -2.6288  3.2109
N  -2.8207  -1.0046  1.5690
N  -0.5857  0.8243  2.1851
C  2.7279  -0.1466  -1.4520
H  -2.5628  3.6384  0.0233
H  1.9929  -3.1543  -0.4646
C  4.5927  -5.9203  1.7407
C  -3.4297  -1.4988  0.3271
H  -1.9825  -0.5328  -0.9571
H  0.9916  2.9547  -2.7150
H  6.6695  -3.0368  2.4788
H  -4.9986  4.4060  -2.9285
H  4.0271  0.1797  1.4594
H  8.5437  -1.8204  1.4665
N  1.2372  -1.2077  -0.2129
C  4.0714  -3.7323  2.5973
C  -1.3004  3.5020  -1.5030
H  -1.0868  -2.0047  4.0187
H  -0.3658  3.2118  -6.1793
C  3.2799  -4.3251  3.5882
H  0.7106  4.1122  -4.0276
H  0.5623  1.5987  -4.5666

Forces on the atoms, in the same order (eV/Å):
-0.01 0.04 0.12
0.03 -0.02 -0.12
-0.07 0.06 0.07
-0.58 0.36 0.13
-0.13 0.43 0.00
-0.10 -0.01 0.13
0.06 0.02 -0.13
0.03 0.00 0.05
-0.07 0.02 0.10
-0.03 -0.09 0.20
0.10 0.01 -0.49
0.08 -0.06 -0.09
0.19 0.19 0.20
-0.43 -0.26 -0.23
0.01 -0.15 -0.04
0.08 -0.02 -0.03
-0.02 0.12 -0.13
0.64 0.07 0.27
-1.44 0.06 -0.96
-0.06 -0.11 -0.03
0.17 0.10 -0.06
0.03 0.35 -0.15
-0.01 0.09 0.15
0.29 -0.41 0.07
0.03 -0.12 0.02
-0.07 0.07 -0.03
-0.24 1.65 1.66
-0.02 0.02 -0.22
0.04 0.04 -0.04
-0.76 0.01 -0.07
-0.01 0.24 -0.15
0.00 -0.02 0.06
0.00 0.01 0.05
0.05 -0.13 0.23
0.11 -0.12 -0.17
-0.01 -0.26 0.06
0.02 0.11 -0.03
0.59 -0.59 0.10
-0.02 0.21 -0.05
0.06 0.00 0.14
0.09 -0.07 0.02
0.13 0.00 0.11
-0.57 0.44 0.13
-0.01 0.05 0.10
0.02 -0.04 0.05
-0.01 0.11 -0.03
-0.03 -0.08 0.06
0.11 0.09 -0.07
0.03 -0.01 0.04
-0.03 0.07 -0.08
0.48 0.43 0.00
-0.06 -0.11 0.00
0.01 0.04 -0.02
-0.05 0.10 0.06
0.00 0.04 0.09
0.00 -0.06 0.17
0.30 -0.61 -0.22
0.00 0.09 0.02
0.27 -0.95 0.34
-0.21 0.04 0.09
0.06 -0.08 -0.07
-0.11 0.11 -0.06
-0.01 0.00 -0.01
-0.16 0.38 0.16
-0.11 0.05 0.18
0.05 -0.10 0.05
0.01 0.13 -0.07
-0.07 0.15 0.05
0.18 -0.09 -0.12
-0.40 0.21 0.03
-0.05 -0.10 0.12
-0.05 0.11 -0.22
-0.08 0.14 -0.03
0.24 0.15 -0.08
0.21 -0.07 -0.12
0.77 -1.54 -0.74
0.14 -0.30 0.01
0.19 -0.07 -0.24
-0.03 -0.17 0.15
0.02 -0.15 -0.05
0.36 -0.03 -0.36
0.01 -0.10 -0.06
-0.10 0.23 -0.11
0.02 -0.07 0.00
-0.08 0.07 -0.05
-0.06 0.03 -0.05
0.10 -0.01 0.04
-0.51 -0.01 0.36
0.06 -0.46 -0.06
-0.02 0.39 0.25
0.16 -0.31 -0.25
0.05 -0.07 -0.08
0.13 0.09 -0.05
0.02 0.04 0.03
0.07 -0.06 0.01

***

C33H52O33 | wB97M-V/def2-TZVPD

Results
SMILES	COC(=O)OC.COC(=O)OC.COC(=O)OC.COC(=O)OC.O=C1OCCO1.O=C1OCCO1.O=C1OCCO1.O=C1OCCO1.O=C1OCCO1.O=C1OCCO1.O=C1OCCO1
charge	0
LUMO	0.06	eV
HOMO-LUMO gap	10.09	eV
energy above the lowest of the compared OMol25 structures with the same formula, charge and spin	0.0	kcal per mole

Positions of all 118 atoms, in Å:
H  0.5573  2.8196  -0.5250
C  6.2414  0.9362  2.6645
C  -3.3590  4.3573  0.1130
C  -3.2543  2.0183  -4.5676
H  -2.4820  -3.2357  1.4950
O  -0.4131  -5.6175  1.6363
O  -2.3872  3.1405  -4.5361
O  0.6593  -1.9083  5.2310
C  -4.4133  1.0737  2.1000
O  -4.9159  0.5623  0.8637
H  -0.6416  -0.0660  -2.3628
H  1.8468  -1.2152  6.7444
C  -1.6011  -6.2296  1.5839
O  0.4671  0.1064  4.3095
O  -3.9901  4.3479  -3.4937
C  1.6186  0.2234  5.1267
O  -4.4002  -1.1280  -0.5033
H  -2.7546  -2.5212  -6.7404
O  -0.5688  -5.7575  -1.8573
O  -1.3395  -1.1035  -5.2637
H  2.4285  -1.7036  1.4234
C  0.5854  -0.5031  0.1168
C  -0.0391  -1.1413  4.3719
O  1.3014  0.0623  1.0972
O  -3.3246  -0.8483  1.4798
H  -2.0172  -3.3640  -8.1248
C  -0.5783  -4.1990  1.6552
C  -3.0735  0.3616  2.2145
H  -2.2546  0.9003  1.7307
C  -2.8813  4.2241  -3.9342
C  -1.5305  -5.0906  -2.0285
O  0.7007  -1.6308  -0.2778
H  -1.5631  1.2437  -1.6057
H  0.1540  -3.7322  2.3053
C  -3.8689  5.5459  2.0174
H  6.0784  -2.4782  6.9438
H  2.7066  -1.6830  5.2074
O  1.3335  3.1365  1.3172
O  -3.0332  3.4243  -0.5340
C  -2.2497  6.3363  -3.1879
H  2.5640  -0.3774  2.6251
O  3.4305  2.7289  0.6822
H  -4.2734  2.2565  -4.8707
C  1.8412  -1.2044  5.6580
O  -0.6758  -2.5891  -6.8290
H  2.5980  1.9848  -1.0733
O  6.6088  0.2410  3.8692
H  2.0220  -2.1241  -3.7514
C  1.3344  3.4352  -0.0795
H  -4.1777  -4.0099  -1.1485
H  2.4743  0.5916  4.5678
O  -3.0788  4.5204  1.4291
O  4.6778  -0.8816  3.7526
O  -0.1891  0.4676  -0.3569
H  4.5588  -1.7614  6.6487
O  -1.9258  5.1599  -3.9508
H  4.9433  1.2400  -1.7504
H  -1.4361  7.0194  -3.4004
H  -0.4440  -3.8221  0.6404
H  3.1176  -0.3185  -1.4214
H  -1.8850  -0.4264  -1.1610
H  5.8042  0.0628  -2.7520
H  3.3302  -0.2687  1.0198
O  -1.7937  -7.3881  1.4331
C  2.4627  -0.6266  1.5786
C  -1.0953  0.2771  -1.4342
C  1.0211  -1.7337  -3.9375
H  -2.7287  0.1232  3.2149
H  -2.0544  -1.5884  -8.0579
H  1.0391  -0.6724  -4.1748
C  5.7052  -0.6107  4.3246
O  2.8983  2.7242  2.8726
O  -0.8963  -1.5404  3.6476
C  5.1880  0.1877  -1.8589
H  -3.8253  7.2583  0.6634
H  3.7574  -1.0453  -2.8910
H  -2.3458  6.0793  -2.1353
H  3.2042  3.5916  -1.2273
H  -4.2521  2.1360  1.9221
H  1.4291  0.8601  5.9918
O  -2.6050  -5.3162  1.7587
O  0.4480  -2.4651  -5.0012
C  4.0057  -0.7840  -1.8659
O  6.1793  -1.1257  5.4554
C  -4.2050  -0.5433  0.5142
O  5.9406  -2.0338  0.6332
H  5.2525  1.3763  2.7713
C  -2.8859  -3.4263  -2.8116
H  6.9842  1.7238  2.5628
C  5.5000  -1.4578  -0.3037
C  -4.3536  6.3131  0.7702
H  -3.2172  -3.2252  -3.8268
O  -1.5701  -3.9581  -2.7792
H  -5.4285  6.4845  0.7992
H  -4.4776  -4.9068  -2.6820
H  -3.2563  6.1839  2.6477
H  5.2498  -2.9989  5.5159
O  -4.1179  5.4093  -0.2958
C  2.7115  2.9234  -0.5197
C  -3.7286  -4.4675  -2.0259
H  -3.3555  1.6031  -3.5582
C  2.5817  2.8550  1.7341
H  1.1947  4.5007  -0.2419
C  -1.9463  -2.5000  -7.4704
H  -2.8265  1.2444  -5.1958
C  -0.5827  -1.9601  -5.6582
O  4.3845  -1.8196  -0.9898
C  -2.0465  -4.0444  2.0783
O  -2.7724  -5.4291  -1.6309
H  -2.2253  -3.8665  3.1372
O  5.9817  -0.2779  -0.7626
H  -4.6636  5.0828  2.5998
H  0.5514  -1.9947  -2.9842
H  -5.0317  0.9076  2.9801
C  5.4468  -2.1202  6.1277
H  -3.2086  6.7225  -3.5302
H  6.3369  0.2568  1.8214
H  -2.9221  -2.4862  -2.2580

Forces on the atoms, in the same order (eV/Å):
-0.20 0.36 -0.09
0.39 0.09 0.10
-0.81 0.92 0.80
-0.65 -0.78 0.78
-0.40 -0.20 0.06
0.63 -0.17 0.09
0.14 0.15 -0.17
-0.16 0.19 -0.04
1.06 0.67 -0.30
-0.11 -0.35 0.22
0.32 -0.03 0.17
0.28 -0.20 0.00
-0.67 0.57 0.12
-0.28 0.17 -0.08
0.00 0.06 0.11
0.40 -0.43 1.01
0.29 -0.46 -0.06
0.07 -0.05 0.04
0.41 0.15 0.34
0.23 -0.01 0.03
-0.34 0.01 0.08
0.66 0.19 0.04
1.07 -0.22 -0.63
-0.06 -0.04 -0.01
0.42 -0.11 -0.35
0.07 0.00 0.00
-0.59 -0.05 -0.16
0.35 0.07 0.20
-0.15 0.04 -0.16
0.05 -0.15 -0.35
-0.55 -0.25 -0.98
-0.35 -0.03 -0.27
0.10 0.08 0.09
-0.05 -0.13 0.18
-0.02 0.34 -0.68
0.26 0.19 -0.20
0.04 -0.06 0.14
0.28 0.42 0.21
0.35 -0.13 -0.36
-0.25 -0.40 -0.50
0.09 0.01 0.01
0.09 0.18 0.05
0.17 0.29 -0.28
-0.41 0.11 -0.26
-0.06 -0.19 0.13
0.08 -0.19 0.40
0.06 0.27 0.21
0.13 0.06 -0.71
0.23 -0.79 0.03
-0.14 -0.13 0.02
-0.15 0.12 -0.19
0.56 -0.62 0.35
-0.38 -0.22 0.63
-0.02 0.53 0.10
-0.21 0.26 -0.53
0.01 0.04 0.36
-0.10 -0.02 0.27
-0.03 0.15 0.20
0.15 -0.02 0.00
-0.02 -0.02 -0.15
0.11 -0.07 0.05
-0.10 0.12 -0.06
0.03 0.18 0.20
0.14 -0.29 -0.01
0.17 -0.26 -0.32
-0.76 -0.48 -0.23
0.09 -0.39 1.00
-0.27 -0.22 0.04
0.22 0.05 0.06
-0.08 0.07 0.25
0.31 -0.10 -0.70
0.17 -0.15 0.05
-0.59 0.04 0.28
0.68 -0.70 -0.35
0.12 -0.08 -0.39
0.11 -0.78 0.17
0.16 0.09 0.05
0.30 0.25 0.49
-0.14 0.06 0.35
-0.19 0.37 -0.35
0.08 -0.14 -0.35
0.54 -0.34 -0.68
-0.65 1.56 0.26
0.13 0.32 0.12
-0.82 0.53 0.29
0.15 -0.25 -0.16
-0.07 -0.12 -0.17
-0.53 0.37 1.00
-0.03 0.01 0.04
-0.43 0.43 0.27
-0.67 -0.28 0.79
0.14 -0.30 -0.13
0.27 0.06 0.06
0.07 0.22 0.00
-0.06 -0.29 0.26
0.12 -0.21 0.12
-0.29 0.25 -0.30
0.46 -0.32 -0.57
-0.59 -0.14 -1.09
0.20 0.77 -0.77
0.11 0.07 -0.05
-0.39 -0.07 -0.03
-0.11 0.03 0.06
-0.37 0.06 -0.15
0.22 0.24 -0.17
-0.34 0.14 0.30
0.54 -0.52 -0.33
0.45 0.29 0.01
0.06 -0.28 0.40
0.28 0.13 0.04
-0.15 0.18 0.11
-0.08 0.07 -0.02
-0.57 0.50 -0.19
-0.48 -0.24 -0.36
0.08 -0.93 0.94
0.07 0.19 0.03
-0.30 0.00 -0.04
0.23 0.08 -0.16

***

In order of appearance, calculated total energy = -104715.100, -59935.714, -102632.230 eV.